<w>
Density functional theory data (ωB97M-V/def2-TZVPD) for C3H6O in the gas phase.

Molecular weight: 58.08 g/mol
Orbital gap: 10.460 eV
SMILES: CC(C)=O
Highest occupied orbital energy: -9.55 eV
Charge: 0

```
10
C3H6O ωB97M-V/def2-TZVPD
C -0.3609 -0.5536 1.1434
C 0.3917 -0.5893 -0.1993
C 0.1524 0.7857 -0.9763
O 0.9345 -1.4866 -0.7402
H -0.0245 0.2408 1.7189
H -0.2836 -1.6027 1.5281
H -1.3624 -0.2702 0.9668
H 0.1677 0.7207 -2.1865
H 1.1010 1.4393 -0.6719
H -0.7160 1.3158 -0.5830
```

=====

<x>
Density functional theory data (ωB97M-V/def2-TZVPD) for a molecular structure, C3H6O.

Molecular weight: 58.08 g/mol
Orbital gap: 10.318 eV
Highest occupied orbital energy: -9.51 eV
Charge: 0

```
10
C3H6O ωB97M-V/def2-TZVPD
C 1.2510 0.8085 0.8337
O 0.4602 1.0297 -0.3607
H -0.7054 0.6468 -0.2584
H 2.3041 0.7332 0.5690
H 0.9153 -0.1115 1.3175
H 1.1030 1.6616 1.4908
C -1.2857 -0.6636 -0.7716
C -1.9192 -1.6941 -0.8914
H 0.4028 0.1480 -0.9192
H -2.5260 -2.5586 -1.0096
```

=====

<y>
Density functional theory data (ωB97M-V/def2-TZVPD) for 2 unconnected molecules or ions with the total composition C3H6O.

Molecular weight: 58.08 g/mol
Orbital gap: 10.516 eV
SMILES: C=C=O.C
Highest occupied orbital energy: -9.66 eV
Charge: 0

```
10
C3H6O ωB97M-V/def2-TZVPD
C 1.2548 -0.8591 -0.1029
C 1.3129 0.4174 0.1537
O 1.5305 1.5483 0.3067
H 0.5782 -1.5817 0.3461
H 2.3664 -0.8073 0.1750
C -1.4667 0.2812 -0.1332
H -0.9370 1.0999 0.3617
H -1.9097 -0.3753 0.6203
H -2.2298 0.6891 -0.7914
H -0.7800 -0.2903 -0.7580
```

=====

Verdict on stability: <w> comes out on top.

=====

<w>
Density functional theory data (ωB97M-V/def2-TZVPD) for C3H6O in the gas phase.

Molecular weight: 58.08 g/mol
Orbital gap: 9.410 eV
Highest occupied orbital energy: -8.55 eV
Charge: 0

```
10
C3H6O ωB97M-V/def2-TZVPD
C -1.2075 0.3080 0.2212
C 0.0273 -0.2298 -0.4691
C 2.1213 -0.4637 0.7248
O 0.8920 -0.8259 0.5321
H -1.7337 -0.4949 0.7445
H -1.8897 0.7533 -0.5095
H -0.9279 1.0747 0.9505
H -0.2063 -1.0265 -1.1809
H 2.3253 0.3474 -0.0385
H 0.5992 0.5574 -0.9752
```

=====

<x>
Density functional theory data (ωB97M-V/def2-TZVPD) for 2 unconnected molecules or ions with the total composition C3H6O.

Molecular weight: 58.08 g/mol
Orbital gap: 10.549 eV
SMILES: C=C1CO1.[H][H]
Highest occupied orbital energy: -9.35 eV
Charge: 0

```
10
C3H6O ωB97M-V/def2-TZVPD
C -1.1424 -0.1751 0.9277
C 0.1380 0.0379 0.6900
C 1.4017 -0.1044 0.0255
O 1.1508 0.8141 1.1366
H -1.7011 -0.8983 0.3435
H -1.6593 0.3783 1.7037
H 2.0658 -0.9325 0.2640
H 1.5673 0.3802 -0.9355
H -1.0532 0.3560 -1.7508
H -0.7675 0.1437 -2.4048
```

=====

<y>
Density functional theory data (ωB97M-V/def2-TZVPD) for C3H6O in the gas phase.

Molecular weight: 58.08 g/mol
Orbital gap: 10.531 eV
SMILES: CCC=O
Highest occupied orbital energy: -9.76 eV
Charge: 0

```
10
C3H6O ωB97M-V/def2-TZVPD
C 0.5652 0.8921 -0.4966
C 0.3767 -0.3111 0.3877
C -0.8512 -0.9921 0.0428
O -1.7507 -0.4380 -0.6868
H 0.7985 0.7690 -1.6346
H -0.2825 1.4528 -0.5167
H 1.4147 1.3764 0.2349
H -0.1570 -0.0011 1.4132
H 1.2576 -0.9152 0.4646
H -1.3712 -1.8328 0.7915
```

=====

Verdict on stability: <y> comes out on top.

=====

<w>
Density functional theory data (ωB97M-V/def2-TZVPD) for C3H6O in the gas phase.

Molecular weight: 58.08 g/mol
Orbital gap: 10.661 eV
SMILES: CC(C)=O
Highest occupied orbital energy: -9.68 eV
Charge: 0

```
10
C3H6O ωB97M-V/def2-TZVPD
C 0.3934 -1.1408 -0.5234
C 0.1562 -0.1372 0.5814
C -0.4726 1.1927 0.2037
O 0.4486 -0.3767 1.7337
H 0.7028 -2.0955 -0.0950
H -0.5097 -1.2737 -1.1272
H 1.1788 -0.7718 -1.1936
H -0.7015 1.2853 -0.8617
H -1.3931 1.3094 0.7850
H 0.1970 2.0082 0.4971
```

=====

<x>
Density functional theory data (ωB97M-V/def2-TZVPD) for 2 unconnected molecules or ions with the total composition C3H6O.

Molecular weight: 58.08 g/mol
Orbital gap (spin up / spin down): 9.650 / 7.848 eV
Highest occupied orbital energy (spin up / spin down): -9.29 / -7.93 eV
Charge: 0

```
10
C3H6O ωB97M-V/def2-TZVPD
C -0.5425 -0.6942 0.3457
C -0.4881 0.8587 0.4807
C 0.6023 0.1271 -0.1169
O 1.8990 0.1442 0.3310
H -0.4978 -1.5170 1.1450
H -1.3001 -0.9238 -0.4176
H -1.1417 1.4974 -0.1554
H -0.5962 1.4774 1.3542
H 0.8454 -0.1474 -2.3419
H 2.2845 -0.7987 0.2316
```

=====

<y>
Density functional theory data (ωB97M-V/def2-TZVPD) for 2 unconnected molecules or ions with the total composition C3H6O.

Molecular weight: 58.08 g/mol
Orbital gap: 10.812 eV
SMILES: C1=CC1.O
Highest occupied orbital energy: -9.74 eV
Charge: 0

```
10
C3H6O ωB97M-V/def2-TZVPD
C -0.0467 0.7917 -0.4543
C -0.3181 -0.2327 -1.2069
C 0.9952 -0.2653 -0.5146
H -0.2574 1.8098 -0.1699
H -0.8970 -0.6110 -2.0243
H 1.9133 -0.0577 -1.0601
H 1.1456 -0.9445 0.3218
O -1.1153 -0.0600 1.9479
H -0.1772 -0.1292 2.1574
H -1.2426 -0.3012 1.0030
```

=====

<z>
Density functional theory data (ωB97M-V/def2-TZVPD) for C3H6O in the gas phase.

Molecular weight: 58.08 g/mol
Orbital gap: 9.116 eV
Highest occupied orbital energy: -8.36 eV
Charge: 0

```
10
C3H6O ωB97M-V/def2-TZVPD
C 1.5749 0.1843 0.5369
C -0.5883 0.6852 0.1626
O 0.2181 -0.1427 0.8218
C -1.5599 -0.2175 -0.5332
H 2.1697 -0.5906 1.0163
H 1.6785 0.0977 -0.5502
H 1.8428 1.1995 0.8392
H -1.4141 0.0596 -1.5913
H -1.3224 -1.2829 -0.4029
H -2.5993 0.0074 -0.2991
```

=====

Verdict on stability: <w> comes out on top.

=====

<w>
Density functional theory data (ωB97M-V/def2-TZVPD) for 2 unconnected molecules or ions with the total composition C3H6O.

Molecular weight: 58.08 g/mol
Orbital gap: 10.370 eV
SMILES: C=C.C=O
Highest occupied orbital energy: -9.62 eV
Charge: 0

```
10
C3H6O ωB97M-V/def2-TZVPD
C -0.2284 1.9127 0.3521
C -0.3197 2.3363 1.6250
H 0.4989 2.2824 -0.3526
H -0.9548 1.1421 0.1046
H 0.0350 3.3205 1.9297
H -0.5277 1.6844 2.4625
C 0.3648 -3.1620 -1.5362
O 1.4293 -3.4175 -2.0175
H 0.0866 -3.5756 -0.5521
H -0.3842 -2.5231 -2.0156
```

=====

<x>
Density functional theory data (ωB97M-V/def2-TZVPD) for 2 unconnected molecules or ions with the total composition C3H6O.

Molecular weight: 58.08 g/mol
Orbital gap: 10.373 eV
SMILES: C=C.C=O
Highest occupied orbital energy: -9.93 eV
Charge: 0

```
10
C3H6O ωB97M-V/def2-TZVPD
C -2.0854 -1.3753 0.6029
C -2.6039 -2.3122 -0.2527
H -1.3380 -1.5948 1.4109
H -2.6730 -0.4575 0.8095
H -1.9691 -3.2618 -0.5314
H -3.6108 -2.3252 -0.6611
C 2.3569 1.4822 0.2025
O 2.2997 2.3268 -0.7006
H 2.5434 1.8930 1.1551
H 2.6446 0.3642 0.1060
```

=====

<y>
Density functional theory data (ωB97M-V/def2-TZVPD) for C3H6O in the gas phase.

Molecular weight: 58.08 g/mol
Orbital gap: 11.419 eV
SMILES: C[C@H]1CO1
Highest occupied orbital energy: -10.31 eV
Charge: 0

```
10
C3H6O ωB97M-V/def2-TZVPD
C 1.1805 -0.1906 -0.2889
C -0.1196 -0.2898 0.2664
C -1.3022 0.4066 -0.1192
O -1.2093 -0.9969 -0.3802
H 1.2900 0.6459 -1.0764
H 1.4919 -1.1889 -0.3557
H 1.8240 0.2315 0.6949
H -0.1157 -0.6563 1.3806
H -1.0420 1.4754 -0.8208
H -1.9976 0.5631 0.6992
```

=====

<z>
Density functional theory data (ωB97M-V/def2-TZVPD) for a molecular structure, C3H6O.

Molecular weight: 58.08 g/mol
Orbital gap: 9.447 eV
Highest occupied orbital energy: -8.41 eV
Charge: 0

```
10
C3H6O ωB97M-V/def2-TZVPD
C 1.1333 -0.6334 -0.0696
C 0.4763 0.5706 0.5811
C -1.2199 0.5224 -0.0333
O -0.7261 0.1383 1.2148
H 1.8126 -1.0093 0.7061
H 1.7483 -0.3337 -0.9252
H 0.4544 -1.4539 -0.3462
H -0.2779 1.2030 -0.4267
H -1.9962 1.2879 0.0357
H -1.4047 -0.2919 -0.7367
```

=====

Verdict on stability: <w> comes out on top.